68
Properties=species:S:1:pos:R:3 method="wB97M-V/def2-TZVPD" total_charge=+1 total_energy_ha=-1515.05435 relative_energy_kcal_mol=0.00 lumo_energy_ev=-4.7
O 3.71 -2.13 -0.87
C 4.23 -1.11 -1.31
C 5.61 -0.90 -1.82
C 5.75 0.44 -2.17
C 6.93 0.93 -2.70
C 7.99 0.02 -2.88
C 7.84 -1.34 -2.54
C 6.63 -1.82 -2.00
C 4.47 1.14 -1.92
O 4.17 2.31 -2.10
N 3.61 0.14 -1.44
C 2.25 0.42 -1.01
C 1.30 0.37 -2.20
C -0.18 0.63 -1.84
C -0.96 -0.31 -2.76
C 0.03 -1.47 -3.09
N 1.31 -0.92 -2.80
H 7.01 1.99 -2.95
H 8.94 0.37 -3.29
H 8.67 -2.02 -2.70
H 6.47 -2.86 -1.74
H 1.97 -0.34 -0.27
H 2.24 1.43 -0.57
H 1.63 1.16 -2.91
H -0.34 0.36 -0.78
H -0.43 1.68 -1.96
H -1.89 -0.67 -2.32
H -1.20 0.23 -3.69
H -0.19 -2.33 -2.43
H -0.06 -1.82 -4.12
H 2.15 -1.42 -3.05
C 0.72 2.03 2.19
C -0.73 1.98 1.97
N -1.46 3.11 1.83
C -0.90 4.45 1.78
C -2.82 2.81 1.68
C -2.95 1.40 1.71
C -4.20 0.87 1.42
C -5.29 1.73 1.24
C -5.13 3.13 1.23
C -3.86 3.69 1.43
C -1.61 0.85 1.92
C -1.21 -0.48 1.97
C -2.11 -1.60 2.09
C -3.23 -1.61 2.97
C -4.13 -2.66 2.95
C -3.96 -3.74 2.06
C -4.98 -4.82 1.98
C -2.81 -3.78 1.26
C -1.88 -2.76 1.30
H 1.07 1.00 2.33
H 1.26 2.47 1.34
H 0.98 2.61 3.09
H -1.70 5.16 1.60
H -0.40 4.69 2.73
H -0.17 4.52 0.96
H -4.33 -0.21 1.33
H -6.29 1.32 1.09
H -5.98 3.78 1.05
H -3.66 4.77 1.39
H -0.14 -0.68 1.89
H -3.37 -0.77 3.66
H -5.01 -2.65 3.61
H -4.66 -5.61 1.29
H -5.16 -5.28 2.96
H -5.95 -4.44 1.64
H -2.65 -4.63 0.59
H -0.97 -2.79 0.69